Density functional theory data (ωB97M-V with the def2-TZVPD basis set) for an isolated ion of composition C5H8N and charge +1.

Maximum force (eV/A): 3.735
Energy above the lowest of the compared OMol25 structures with the same formula, charge and spin (kJ/mol): 481.01
E_LUMO (alpha / beta) (eV): -4.8482 / -4.8483
SMILES: C=[N+]1[C@@H]2C[C@@]21C

The geometry in ORCA input format:
```
! wB97M-V def2-TZVPD RIJCOSX def2/J DEFGRID3
* xyz 1 1
C 1.879 -0.966 0.240
C -0.221 1.658 0.517
C 0.918 1.328 -0.437
C -0.355 0.173 0.191
C -1.288 -0.971 -0.003
N 1.069 0.014 0.030
H 1.580 -1.997 0.630
H 3.003 -0.798 -0.003
H 0.178 1.802 1.449
H -0.896 2.285 0.091
H 1.464 1.794 -1.243
H -0.734 -1.868 -0.096
H -1.848 -0.866 -0.858
H -1.861 -0.912 0.822
*
```